## 1
Here is a cluster of 2 separate species, C6H16 in total from the OMol25 dataset. Energies are from the ωB97M-V functional and the def2-TZVPD basis.

The LUMO energy is 1.05 eV. As for the highest occupied orbital energy: -11.096 eV. The calculation puts the gap between HOMO and LUMO at 12.144 eV. As for the structure (SMILES): CC(C)C.CC.

```
! wB97M-V def2-TZVPD RIJCOSX def2/J DEFGRID3
* xyz 0 1
H 3.9200 0.0581 0.8263
C -2.0266 0.7709 -0.5087
H -3.3949 -1.4506 -0.5138
H -2.8750 1.0006 0.1415
H 4.0905 1.2602 -1.2881
C 2.9884 0.3635 0.3595
H -2.2236 -2.5439 0.2275
H -1.2779 1.5643 -0.4217
H -2.0710 -2.1388 -1.4951
H 2.2981 0.6950 1.1293
H -0.8095 0.3798 1.7596
H 2.5014 -0.4704 -0.1516
C -1.1292 -0.5951 1.3901
C 3.2338 1.4865 -0.6525
H -2.0492 -0.8736 1.9020
H 3.4208 2.4362 -0.1444
H -2.3741 0.7644 -1.5414
C -2.3495 -1.7529 -0.5171
H -0.5253 -0.7397 -0.7399
H -0.3342 -1.2884 1.6630
C -1.3948 -0.5693 -0.1077
H 2.3814 1.6433 -1.3171
*
```

---

## 2
Here is a cluster of 2 separate species, C6H16 in total from the OMol25 dataset. Energies are from the ωB97M-V functional and the def2-TZVPD basis.

The LUMO energy is 1.06 eV. As for the highest occupied orbital energy: -10.577 eV. The calculation puts the gap between HOMO and LUMO at 11.637 eV. As for the structure (SMILES): CCC.CCC.

```
! wB97M-V def2-TZVPD RIJCOSX def2/J DEFGRID3
* xyz 0 1
H 2.8050 1.1902 -1.9359
H -0.7272 -0.9123 2.1750
H -0.7217 -0.7794 -0.0688
C -2.8280 -0.1366 0.1566
C 2.2295 1.3653 -0.9604
H 2.2674 2.5714 -0.6752
C -1.2583 -1.7391 1.7358
C 0.6935 1.2202 -1.1683
H -3.6717 -0.6556 0.5190
H -2.7085 0.8923 0.4794
H -1.9262 -2.0774 -0.2759
H -2.2083 -1.8083 2.3571
H 2.8848 -0.4511 -0.6806
C 2.9002 0.3984 -0.0256
H 0.5642 1.9147 -2.1558
H 0.3854 1.8462 -0.3566
H -0.8046 -2.8254 1.6444
H 2.4790 0.2593 0.9364
H 3.9292 0.6241 0.1650
H -3.0680 -0.0106 -0.9166
C -1.7057 -1.1187 0.2632
H 0.3341 0.2851 -1.2189
*
```

---

Quick one: most stable of them? 1

---

## 1
Here is a cluster of 2 separate species, C6H16 in total from the OMol25 dataset. Energies are from the ωB97M-V functional and the def2-TZVPD basis.

The LUMO energy is 1.13 eV. As for the highest occupied orbital energy: -10.803 eV. The calculation puts the gap between HOMO and LUMO at 11.931 eV. As for the structure (SMILES): CCC.CCC.

```
! wB97M-V def2-TZVPD RIJCOSX def2/J DEFGRID3
* xyz 0 1
H -2.4296 2.1354 1.1485
H -0.6312 2.5257 -1.1524
H 1.4445 -1.6942 -1.4729
H -1.4685 0.6208 0.9721
H -2.2348 2.6872 -1.0567
H 0.8136 -0.1816 1.8668
C 1.2218 -1.9980 -0.4495
H -2.7053 1.0453 -2.3721
H -0.7531 2.0218 1.2635
H 0.1630 -1.8333 -0.2518
H 1.2857 -1.8019 2.4828
H 3.0575 -1.9229 0.7500
C -1.5933 1.6517 0.6457
C -1.4897 1.9138 -0.8412
C 1.5698 -0.9544 1.8714
C -1.8191 0.7579 -1.8060
H 2.3028 -0.4091 2.4946
H 2.6438 -0.4446 0.0779
H 1.4398 -3.0681 -0.5579
C 2.1702 -1.3210 0.5335
H -2.1601 -0.1152 -1.2421
H -1.0686 0.4935 -2.5418
*
```

---

## 2
Here is a cluster of 2 separate species, C6H16 in total from the OMol25 dataset. Energies are from the ωB97M-V functional and the def2-TZVPD basis.

The LUMO energy is 1.12 eV. As for the highest occupied orbital energy: -10.623 eV. The calculation puts the gap between HOMO and LUMO at 11.741 eV. As for the structure (SMILES): CCC.CCC.

```
! wB97M-V def2-TZVPD RIJCOSX def2/J DEFGRID3
* xyz 0 1
H 2.9304 -0.3840 0.2457
H -0.2651 -0.3242 -1.8978
C -0.0790 -1.1264 2.2012
H -0.2065 -2.1864 2.3714
C 1.9597 -0.9208 0.3212
H -1.1097 2.5469 0.2559
H -0.3757 -0.5359 3.0426
H 2.1005 -1.9066 -0.1433
H -2.6115 1.1448 -1.2713
H -1.7319 2.1674 -2.2398
C -1.2237 0.1198 -2.2490
H -1.0030 0.3046 -3.3018
H 1.8003 -0.0976 2.2940
C 1.4216 -1.0082 1.7681
H 0.3544 1.9395 -0.6434
C -0.6353 1.7227 -0.3598
H 1.3551 -0.3957 -0.4749
H 2.1009 -1.7628 2.2884
H -0.6038 0.7996 0.2515
H -1.9023 -0.7301 -2.3820
H -0.7469 -0.7483 1.4190
C -1.5286 1.3816 -1.4959
*
```

---

## 3
Here is a cluster of 2 separate species, C6H16 in total from the OMol25 dataset. Energies are from the ωB97M-V functional and the def2-TZVPD basis.

The LUMO energy is 1.10 eV. As for the highest occupied orbital energy: -11.035 eV. The calculation puts the gap between HOMO and LUMO at 12.136 eV. As for the structure (SMILES): CCC.CCC.

```
! wB97M-V def2-TZVPD RIJCOSX def2/J DEFGRID3
* xyz 0 1
H -1.1848 0.0739 1.2078
C -1.9003 0.1535 0.3501
H -0.5934 1.1876 -1.1934
C 1.8011 -0.3445 -0.5219
H -3.7524 -0.1723 1.5859
C -3.3392 0.4584 0.8940
H 2.7291 0.6592 1.2980
H 1.8080 -2.2936 0.4882
H -3.9900 0.1787 0.0694
H 2.7377 -2.2291 -1.0243
H -3.3964 1.4658 1.4022
H -1.8522 -0.7916 -0.1600
C 3.0264 0.2362 0.3020
H 3.7444 -0.5283 0.5926
H 1.0929 -2.2909 -1.2116
H -1.1405 2.1251 0.0870
H 0.8363 0.0879 -0.1523
C 1.8544 -1.8311 -0.4977
H -2.3195 1.6512 -1.1625
H 1.8511 0.0234 -1.5641
C -1.4553 1.3110 -0.5278
H 3.5071 0.9518 -0.2555
*
```

---

## 4
Here is a cluster of 2 separate species, C6H16 in total from the OMol25 dataset. Energies are from the ωB97M-V functional and the def2-TZVPD basis.

The LUMO energy is 1.13 eV. As for the highest occupied orbital energy: -11.168 eV. The calculation puts the gap between HOMO and LUMO at 12.298 eV. As for the structure (SMILES): CCC.CCC.

```
! wB97M-V def2-TZVPD RIJCOSX def2/J DEFGRID3
* xyz 0 1
C -2.4396 -0.7871 -1.9786
H 0.6617 -0.5982 0.9181
H -1.9111 -1.6689 -2.3052
C 1.6549 -0.2516 0.6304
H -2.1735 -0.4876 0.7580
H -2.8663 -0.2967 -2.8512
H -1.3092 1.0932 0.7463
H 1.6903 1.7737 1.3388
C -2.0300 0.4619 0.2354
H 1.7872 -0.8618 -0.2667
H -3.2226 -1.2125 -1.3515
C -1.5492 0.1571 -1.1787
H 2.7024 1.4121 -0.0797
H 2.6698 -1.8470 1.7643
H -0.5298 -0.2300 -1.0827
H 0.9419 1.5582 -0.2843
H 3.6323 -0.3796 1.6285
H -1.3521 1.0971 -1.7028
H -2.9701 0.9987 0.2918
H 2.2591 -0.4263 2.6835
C 1.7400 1.2541 0.3880
C 2.6139 -0.7588 1.6982
*
```

---

Quick one: most stable of them? 4

---

## 1
Here is a cluster of 2 separate species, C6H16 in total from the OMol25 dataset. Energies are from the ωB97M-V functional and the def2-TZVPD basis.

The LUMO energy is 1.18 eV. As for the highest occupied orbital energy: -11.157 eV. The calculation puts the gap between HOMO and LUMO at 12.338 eV. As for the structure (SMILES): CCC.CCC.

```
! wB97M-V def2-TZVPD RIJCOSX def2/J DEFGRID3
* xyz 0 1
H -1.0437 1.8956 -0.4273
C -1.5234 0.5734 1.2314
H 2.0434 0.7286 -1.0265
C -1.1663 1.9476 0.6517
C 0.9268 -1.0370 -1.5949
H 2.9999 -0.5600 -1.6249
H -2.1095 2.4886 0.7875
H 0.5817 -0.6636 -2.5536
H -2.9304 0.5284 -0.4404
H -0.3522 2.4947 1.1163
C 2.1566 -0.3551 -0.9614
H 2.7249 -1.8228 0.6578
H 0.0902 -0.9010 -0.9049
H -2.0842 0.6269 2.1682
H 1.0851 -2.1042 -1.4000
H -1.8768 -0.8857 -0.3845
C 2.3364 -0.8324 0.4689
H 1.3828 -0.8207 1.0032
H -0.6407 -0.0445 1.3497
H 3.0109 -0.1750 1.0114
C -2.4459 -0.1837 0.2383
H -3.1655 -0.8983 0.6339
*
```

---

## 2
Here is a cluster of 2 separate species, C6H16 in total from the OMol25 dataset. Energies are from the ωB97M-V functional and the def2-TZVPD basis.

The LUMO energy is 1.03 eV. As for the highest occupied orbital energy: -10.260 eV. The calculation puts the gap between HOMO and LUMO at 11.290 eV. As for the structure (SMILES): CCC.CCC.

```
! wB97M-V def2-TZVPD RIJCOSX def2/J DEFGRID3
* xyz 0 1
H -1.7612 -2.8463 -1.2937
H -1.0075 -2.5774 0.3089
H -1.0680 1.0977 2.6172
C 0.3648 -2.0362 -1.4468
H -1.4635 2.6974 2.6977
H 0.7377 -2.9670 -2.0646
C 0.2139 2.1080 1.2313
H 0.0716 1.9605 0.1350
H 2.1097 1.1444 0.8014
C -0.9872 1.8776 2.0016
C 1.4662 1.1280 1.6868
H 1.0592 -1.1638 -3.4841
C 0.4075 -1.0247 -2.6076
H -0.5454 -1.0516 -3.0840
H -1.5623 -1.2949 -0.6265
H 1.1167 -1.8441 -0.7374
H 0.2962 0.0959 -2.3288
H 0.3729 3.1806 1.3240
H 1.9765 1.6827 2.5651
H -2.0014 2.0011 1.2866
H 1.2643 0.1120 1.7419
C -1.0607 -2.2799 -0.7242
*
```

---

Quick one: most stable of them? 1